# 1
{"formula": "C37H28MnN7O4S3", "method": "ωB97M-V/def2-TZVPD", "lumo_energy_ev": [-3.229, -3.220], "total_charge": 1, "homo_energy_ev": [-10.75, -10.13], "gap_ha": [0.2766, 0.2541], "multiplicity": 2, "total_energy_ev": -121268.7781, "e_above_lowest_ev": 0.623, "species": ["Mn", "O", "C", "O", "C", "C", "C", "C", "C", "N", "C", "O", "O", "H", "H", "H", "H", "S", "N", "C", "C", "C", "C", "C", "N", "C", "C", "N", "C", "C", "C", "C", "C", "N", "H", "H", "H", "H", "H", "H", "S", "C", "N", "C", "C", "N", "C", "C", "C", "C", "C", "C", "C", "C", "S", "C", "C", "C", "C", "C", "C", "C", "H", "H", "H", "H", "H", "H", "H", "H", "H", "H", "H", "H", "H", "H", "H", "H", "H", "H"], "coordinates": [[-0.24176, -1.77714, 0.00689], [-4.68384, -2.66994, 1.99750], [-3.47863, -2.48179, 1.43190], [-2.45627, -2.42160, 2.05691], [-3.57220, -2.43460, -0.06716], [-4.77606, -2.64031, -0.71643], [-4.79380, -2.58489, -2.10571], [-3.61855, -2.31221, -2.77613], [-2.45851, -2.11093, -2.03953], [-2.43146, -2.18651, -0.71194], [-1.14048, -1.78032, -2.72784], [-1.10572, -1.75342, -3.94278], [-0.18207, -1.55711, -1.90415], [-4.53748, -2.71641, 2.95424], [-5.67286, -2.83655, -0.14890], [-5.71622, -2.74840, -2.64718], [-3.56168, -2.24510, -3.85363], [2.30126, -7.52358, 4.08121], [1.70819, -7.50840, 2.58236], [1.35582, -6.25783, 2.33310], [0.77750, -5.77423, 1.08359], [0.49327, -6.58776, -0.01297], [-0.05431, -6.01451, -1.13817], [-0.28907, -4.64079, -1.15503], [-0.02006, -3.85860, -0.11910], [0.49305, -4.42041, 0.99078], [0.70555, -3.51338, 2.12779], [0.33572, -2.23774, 1.93395], [0.49543, -1.37613, 2.92939], [1.04020, -1.73865, 4.15768], [1.42719, -3.04642, 4.35762], [1.25063, -3.96151, 3.32241], [1.59250, -5.37718, 3.41551], [2.12180, -5.96983, 4.47327], [0.70690, -7.64765, 0.04040], [-0.29318, -6.60497, -2.01131], [-0.68135, -4.15839, -2.03899], [0.16291, -0.36507, 2.73207], [1.14952, -0.99447, 4.93361], [1.85755, -3.37754, 5.29393], [1.74958, -0.22802, -0.04427], [1.18085, 1.28086, -0.36059], [1.92162, 2.23474, -0.90398], [1.37108, 3.54609, -1.26578], [0.38833, 3.96434, -0.22424], [-0.63088, 2.91845, -0.09558], [-2.02019, 3.40814, -0.01135], [-2.41258, 4.06004, -1.31341], [-2.73807, 5.40774, -1.36936], [-3.08306, 5.99570, -2.58158], [-3.09481, 5.23586, -3.74059], [-2.76811, 3.88411, -3.68987], [-2.43081, 3.29821, -2.48122], [-0.30626, 1.63656, -0.04784], [-1.37082, 0.43716, 0.31583], [3.36907, 2.10519, -1.14822], [4.14890, 2.91865, -0.14514], [3.99840, 2.68797, 1.22161], [4.70511, 3.44771, 2.13889], [5.57321, 4.44319, 1.70072], [5.72908, 4.67370, 0.34344], [5.01408, 3.91509, -0.57657], [0.89334, 3.48289, -2.24688], [2.19811, 4.25071, -1.32064], [-0.10908, 4.88627, -0.51567], [0.87962, 4.11630, 0.74023], [-2.08785, 4.11390, 0.81865], [-2.65788, 2.56060, 0.21642], [-2.73146, 6.00212, -0.46195], [-3.34023, 7.04611, -2.61723], [-3.36127, 5.69280, -4.68447], [-2.78325, 3.28692, -4.59224], [-2.18382, 2.24158, -2.44201], [3.56001, 2.46980, -2.15856], [3.62882, 1.05184, -1.11602], [3.33525, 1.90097, 1.56539], [4.58776, 3.26133, 3.19862], [6.12773, 5.03330, 2.41827], [6.40365, 5.44547, -0.00343], [5.13740, 4.09783, -1.63851]], "forces_ev_per_angstrom": [[-1.0, 0.7, -0.2], [0.2, 0.1, 0.0], [-0.4, -0.5, -0.3], [0.1, 0.2, 0.1], [0.0, 0.1, 0.3], [0.0, 0.0, -0.1], [0.0, 0.0, 0.1], [-0.1, 0.0, 0.0], [0.0, 0.0, 0.0], [0.4, -0.2, 0.2], [-0.1, 0.0, 0.2], [0.0, 0.0, 0.0], [0.1, 0.1, -0.5], [-0.1, 0.0, 0.0], [0.0, 0.0, 0.0], [0.0, 0.0, 0.0], [0.0, 0.0, 0.0], [0.0, -0.1, 0.1], [0.0, 0.1, 0.0], [-0.2, 0.0, -0.3], [0.1, -0.3, 0.2], [0.0, -0.1, 0.0], [0.0, 0.1, 0.0], [0.1, 0.0, -0.1], [0.5, 0.3, 0.1], [-0.1, 0.4, 0.3], [-0.1, -0.2, -0.5], [0.0, 0.1, 0.0], [-0.1, 0.0, 0.1], [0.0, 0.0, 0.0], [0.0, 0.0, 0.1], [0.1, -0.3, 0.2], [-0.1, 0.3, 0.1], [0.0, 0.0, -0.1], [0.0, 0.0, 0.0], [0.0, 0.0, 0.0], [0.0, 0.0, 0.0], [0.0, 0.0, 0.0], [0.0, 0.0, 0.0], [0.0, 0.0, 0.0], [0.4, -1.0, 0.3], [-1.0, 0.5, -0.1], [0.2, 0.4, 0.0], [0.1, -0.2, 0.0], [-0.2, -0.1, 0.1], [-0.2, 0.3, 0.1], [0.1, -0.1, 0.1], [0.0, 0.0, 0.0], [0.0, 0.0, 0.0], [0.0, 0.0, 0.0], [0.0, 0.0, 0.0], [0.0, 0.0, 0.0], [0.0, 0.0, 0.0], [1.1, 0.2, -0.3], [-0.2, -0.7, 0.2], [-0.2, -0.1, -0.1], [0.0, 0.0, 0.0], [0.0, 0.0, 0.0], [0.0, 0.0, 0.0], [0.0, 0.0, 0.0], [0.0, 0.0, 0.0], [0.0, 0.0, 0.0], [0.0, 0.0, 0.0], [0.0, 0.0, 0.0], [0.0, 0.0, 0.0], [0.0, 0.0, 0.0], [0.0, 0.0, 0.0], [0.0, 0.0, 0.0], [0.0, 0.0, 0.0], [0.0, 0.0, 0.0], [0.0, 0.0, 0.0], [0.0, 0.0, 0.0], [0.0, 0.0, 0.0], [0.0, 0.0, 0.0], [0.0, 0.0, 0.0], [0.0, 0.0, 0.0], [0.0, 0.0, 0.0], [0.0, 0.0, 0.0], [0.0, 0.0, 0.0], [0.0, 0.0, 0.0]]}

---

# 2
{"formula": "C4H9N3O2", "method": "ωB97M-V/def2-TZVPD", "lumo_energy_ev": 0.645, "homo_energy_ev": -9.09, "gap_ha": 0.3579, "smiles": "C[C@H](O)C(N)=O.N=C=N", "total_energy_ev": -12857.1651, "e_above_lowest_ev": 2.762, "species": ["C", "C", "O", "C", "N", "O", "H", "H", "H", "H", "H", "H", "H", "N", "C", "N", "H", "H"], "coordinates": [[1.43445, 1.19791, -0.90309], [0.69107, -0.07325, -0.52199], [0.56542, -0.84228, -1.71947], [-0.88419, 0.41057, 0.06443], [-1.68121, 0.57718, -1.04624], [-0.89162, 1.26589, 0.93964], [1.54464, 1.86590, -0.05330], [0.93659, 1.73009, -1.71242], [2.42805, 0.95593, -1.28157], [1.28539, -0.60790, 0.22555], [0.38604, -1.76051, -1.49669], [-1.35415, 0.16884, -1.91095], [-2.08778, 1.49197, -1.17161], [-1.44560, -1.68259, 1.51598], [-0.39511, -1.43098, 2.11989], [0.51863, -0.90251, 2.70353], [-2.23551, -2.04024, 2.04362], [1.18489, -0.32402, 2.20470]], "forces_ev_per_angstrom": [[-0.2, 0.1, 0.0], [-1.6, -0.4, 0.3], [0.1, 0.2, 0.5], [3.5, 3.9, -2.7], [-0.4, -0.9, -0.1], [-0.4, -1.7, 0.5], [-0.1, 0.0, 0.1], [-0.2, 0.0, 0.1], [0.0, -0.2, 0.1], [-0.3, -0.1, -0.1], [-0.1, 0.0, 0.1], [0.0, -0.2, 0.3], [-0.2, -0.1, 0.5], [1.0, -1.2, 0.8], [-1.8, 1.4, -0.2], [0.9, -0.7, -0.4], [0.0, 0.1, -0.3], [-0.1, 0.1, 0.6]]}

---

# 3
{"formula": "C35H81N3O12P", "method": "ωB97M-V/def2-TZVPD", "lumo_energy_ev": -2.053, "total_charge": 1, "homo_energy_ev": -10.29, "gap_ha": 0.3027, "total_energy_ev": -75933.4109, "species": ["C", "O", "C", "C", "C", "C", "C", "C", "C", "N", "C", "N", "C", "P", "O", "O", "O", "C", "C", "C", "C", "C", "N", "C", "C", "C", "C", "H", "H", "H", "H", "H", "H", "H", "H", "H", "H", "H", "H", "H", "H", "H", "H", "H", "H", "H", "H", "H", "H", "H", "H", "H", "H", "H", "H", "H", "H", "H", "H", "H", "C", "C", "O", "H", "H", "H", "H", "H", "H", "C", "C", "O", "H", "H", "H", "H", "H", "H", "C", "C", "O", "H", "H", "H", "H", "H", "H", "C", "C", "O", "H", "H", "H", "H", "H", "H", "C", "C", "O", "H", "H", "H", "H", "H", "H", "C", "C", "O", "H", "H", "H", "H", "H", "H", "C", "C", "O", "H", "H", "H", "H", "H", "H", "C", "C", "O", "H", "H", "H", "H", "H", "H"], "coordinates": [[8.03051, -0.38566, 1.24512], [7.66435, -1.64189, 0.72530], [6.40469, -2.11860, 1.15657], [5.69436, -2.86323, 0.02156], [4.23753, -2.39282, -0.10036], [3.44033, -3.16147, -1.14551], [2.01879, -2.62771, -1.34673], [1.92405, -1.10696, -1.63036], [0.73471, -0.50932, -0.97274], [-0.50449, -0.39680, -1.56304], [-1.37670, 0.11120, -0.70655], [-0.73244, 0.33027, 0.42478], [-1.35590, 0.82985, 1.63967], [-1.88914, -0.64853, 2.56525], [-0.87873, -1.71733, 2.46385], [-2.16414, -0.20894, 4.06550], [-3.27617, -1.06456, 1.91533], [0.60747, -0.03429, 0.28721], [1.61971, 0.09634, 1.36891], [1.90782, 1.56575, 1.76420], [3.38905, 1.91550, 1.99998], [3.93310, 2.93341, 0.97337], [3.44474, 2.70534, -0.37114], [2.37847, 3.28767, -0.99123], [2.27729, 2.80313, -2.26380], [3.34084, 1.87968, -2.42835], [4.03028, 1.83760, -1.25035], [8.81122, 0.01883, 0.60192], [7.18822, 0.31481, 1.23865], [8.43811, -0.46976, 2.25744], [5.78604, -1.26888, 1.47845], [6.51822, -2.77190, 2.02936], [5.71388, -3.93896, 0.18851], [6.21637, -2.63047, -0.90603], [3.77579, -2.56968, 0.87980], [4.28764, -1.32239, -0.31322], [3.33962, -4.18836, -0.78456], [3.96343, -3.23623, -2.09825], [1.45079, -2.84339, -0.43531], [1.50910, -3.17671, -2.14114], [1.85319, -0.94038, -2.70846], [2.80404, -0.56547, -1.30273], [-0.71939, -0.67055, -2.50830], [-2.42349, 0.30804, -0.89463], [-2.22011, 1.44018, 1.37944], [-0.63532, 1.39244, 2.22316], [-1.55017, -0.72553, 4.61338], [-3.24251, -2.01751, 1.73885], [2.53778, -0.40678, 1.06970], [1.24432, -0.43139, 2.24787], [1.39057, 1.76330, 2.70619], [1.49249, 2.25464, 1.03096], [3.47758, 2.37933, 2.98332], [4.03067, 1.03272, 2.01921], [3.67542, 3.94006, 1.29678], [5.01872, 2.85637, 0.92550], [1.76091, 4.01592, -0.48746], [1.53297, 3.07045, -2.99533], [3.56611, 1.31927, -3.32109], [4.90926, 1.25550, -1.02193], [-6.14613, 2.32892, 0.26934], [-4.69344, 1.94195, 0.44198], [-4.10869, 1.49410, -0.78570], [-6.72360, 1.48600, -0.10609], [-6.58044, 2.64705, 1.21717], [-6.24310, 3.14841, -0.44700], [-4.60216, 1.11264, 1.14523], [-4.11565, 2.79141, 0.82910], [-4.17201, 2.21947, -1.42143], [-2.13683, 4.73959, -1.45535], [-1.25200, 4.25080, -0.32401], [-0.55995, 5.31065, 0.32388], [-1.54091, 5.28389, -2.18813], [-2.63797, 3.90952, -1.95753], [-2.90133, 5.42357, -1.07869], [-0.48095, 3.58050, -0.70654], [-1.84947, 3.69722, 0.41450], [-1.20870, 5.92181, 0.68628], [-7.32313, -1.24119, 2.50127], [-8.64041, -0.91572, 1.82065], [-8.44472, -0.28882, 0.55458], [-6.73131, -0.33415, 2.63631], [-7.48794, -1.69949, 3.47705], [-6.73544, -1.93339, 1.89210], [-9.21787, -0.21376, 2.41922], [-9.23713, -1.82392, 1.69286], [-7.95126, -0.90046, -0.00073], [-3.45619, -3.12183, 6.69344], [-4.06084, -1.90159, 7.36302], [-3.21700, -0.75749, 7.24990], [-2.48249, -3.34988, 7.12816], [-4.10133, -3.99363, 6.80596], [-3.30979, -2.94208, 5.62352], [-4.19298, -2.07437, 8.42915], [-5.04235, -1.67729, 6.93238], [-3.09352, -0.57859, 6.31455], [5.22583, -7.36711, -2.98355], [4.76368, -5.92837, -3.10762], [5.52671, -5.04601, -2.28489], [5.16069, -7.69758, -1.94671], [4.61727, -8.02863, -3.60095], [6.26681, -7.46691, -3.29853], [3.72975, -5.82930, -2.77661], [4.82091, -5.59836, -4.15047], [6.44548, -5.10661, -2.56629], [-6.11715, 3.61534, -4.96071], [-5.48229, 2.82568, -3.83520], [-4.61732, 3.64306, -3.03232], [-5.34948, 4.05703, -5.59598], [-6.75358, 2.97658, -5.57278], [-6.72903, 4.42893, -4.56510], [-4.85809, 2.02505, -4.22914], [-6.25243, 2.37654, -3.19984], [-5.14879, 4.35876, -2.66719], [-0.69481, -5.05499, 2.36384], [0.50404, -5.91047, 2.00117], [1.49130, -5.15597, 1.29656], [-1.13324, -4.62486, 1.46153], [-1.45671, -5.63867, 2.88382], [-0.39520, -4.22473, 3.00533], [0.21585, -6.72620, 1.34047], [0.94976, -6.34550, 2.90115], [1.77232, -4.43800, 1.87253], [2.52237, 6.52904, -4.97735], [2.32741, 5.26329, -5.78926], [1.41922, 4.36027, -5.15788], [2.89008, 6.28557, -3.97995], [3.23493, 7.19828, -5.46034], [1.57627, 7.06353, -4.86127], [3.26713, 4.72299, -5.88938], [1.96500, 5.50455, -6.79346], [0.57255, 4.80875, -5.07058]], "forces_ev_per_angstrom": [[0.3, -0.1, 0.0], [-0.1, 0.1, -0.2], [-0.1, -0.1, 0.0], [-0.2, 0.3, 0.2], [0.5, -0.6, 0.0], [-0.4, 0.0, -0.1], [0.0, 0.2, 0.5], [-0.3, -0.5, -0.5], [0.5, 0.1, -0.2], [0.1, -0.2, -0.2], [-0.4, -0.2, -0.3], [0.3, 0.5, 0.3], [-0.6, -0.4, 0.1], [0.9, -0.9, -0.1], [-0.1, 0.2, 0.1], [-0.1, 0.1, -0.1], [0.0, 0.3, 0.1], [-0.1, -0.1, 0.1], [-0.2, 0.4, 0.2], [0.1, -0.1, 0.5], [-0.1, 0.3, -0.1], [-0.1, -0.3, 0.2], [0.4, -0.1, 0.0], [-0.4, 0.4, 0.3], [-0.1, -0.3, -0.1], [-0.2, -0.1, -0.3], [0.2, -0.2, -0.3], [0.0, 0.0, 0.0], [-0.1, 0.0, 0.1], [-0.1, 0.1, 0.1], [0.0, 0.1, 0.0], [0.1, 0.0, 0.1], [0.1, 0.0, -0.2], [0.1, -0.2, 0.0], [-0.2, 0.4, 0.0], [-0.2, 0.1, 0.1], [0.1, 0.0, -0.1], [0.2, 0.2, 0.0], [0.0, 0.0, 0.0], [0.1, 0.0, 0.0], [0.1, 0.1, 0.0], [0.0, 0.0, 0.0], [0.0, 0.0, 0.0], [0.0, 0.2, 0.1], [0.1, 0.2, 0.0], [0.0, 0.1, 0.0], [-0.1, 0.1, 0.2], [-0.2, 0.0, 0.0], [-0.1, 0.0, -0.2], [0.1, -0.2, -0.1], [-0.1, 0.1, 0.0], [-0.1, -0.1, -0.1], [0.2, -0.1, 0.0], [-0.1, -0.1, -0.1], [-0.1, 0.1, -0.2], [0.0, 0.2, 0.1], [0.1, 0.1, 0.1], [0.1, 0.1, -0.1], [0.1, 0.0, 0.0], [0.1, 0.1, 0.3], [0.0, 0.0, -0.1], [-0.1, 0.1, -0.1], [0.1, -0.1, 0.2], [0.0, 0.0, 0.1], [0.0, 0.0, 0.0], [0.0, 0.1, 0.1], [0.0, 0.0, 0.0], [0.0, 0.0, 0.1], [-0.1, 0.1, -0.2], [0.1, -0.1, 0.1], [-0.2, 0.2, 0.0], [0.1, -0.2, 0.0], [0.0, 0.0, 0.0], [0.1, 0.1, 0.0], [0.0, 0.0, 0.0], [0.0, 0.0, 0.0], [0.0, -0.1, -0.1], [0.0, 0.0, 0.0], [0.0, 0.1, 0.0], [0.1, -0.1, -0.1], [0.1, 0.0, 0.1], [0.0, 0.0, 0.0], [0.0, 0.0, 0.0], [0.0, 0.0, 0.0], [0.0, 0.0, 0.0], [0.0, 0.0, 0.1], [-0.1, 0.0, 0.0], [0.1, 0.1, 0.0], [0.0, 0.0, -0.2], [0.1, -0.1, 0.1], [0.0, 0.0, 0.0], [0.0, 0.0, 0.0], [-0.1, 0.0, 0.0], [0.0, 0.0, 0.0], [0.0, 0.0, 0.1], [-0.2, 0.1, -0.1], [0.0, 0.0, 0.1], [0.2, 0.0, 0.0], [0.0, -0.1, -0.1], [0.0, 0.0, 0.0], [0.0, 0.0, 0.0], [0.0, 0.0, -0.1], [0.0, 0.0, 0.0], [-0.1, 0.0, 0.0], [0.0, 0.0, 0.1], [0.1, 0.1, 0.0], [-0.2, 0.1, 0.0], [-0.1, -0.3, 0.1], [0.0, 0.0, 0.0], [0.0, 0.0, 0.0], [-0.1, 0.0, 0.0], [0.0, 0.0, 0.0], [0.0, -0.1, 0.0], [0.0, 0.1, 0.0], [0.0, 0.0, 0.0], [0.1, 0.2, 0.1], [-0.1, 0.0, -0.1], [0.0, 0.0, 0.0], [0.0, 0.0, 0.0], [0.0, 0.0, 0.0], [0.0, 0.0, 0.0], [-0.1, -0.1, 0.0], [0.0, 0.0, 0.0], [0.0, -0.1, 0.1], [-0.1, 0.1, 0.0], [0.0, -0.1, 0.0], [0.0, 0.0, 0.0], [0.0, 0.0, 0.0], [0.0, 0.0, -0.1], [0.0, 0.0, 0.0], [0.1, 0.0, 0.0], [0.0, 0.0, 0.0]]}

---

# 4
{"formula": "FHNO", "method": "ωB97M-V/def2-TZVPD", "lumo_energy_ev": 5.771, "total_charge": -1, "homo_energy_ev": -2.54, "gap_ha": 0.3056, "smiles": "[O-]NF", "total_energy_ev": -6267.2755, "e_above_lowest_ev": 1.719, "species": ["O", "N", "F", "H"], "coordinates": [[1.16255, 0.76314, -0.00885], [-0.06519, -0.21287, -0.36974], [-0.29934, -1.03502, 0.91488], [-0.79803, 0.48475, -0.53628]], "forces_ev_per_angstrom": [[-4.0, -2.8, -1.2], [5.3, 1.7, 0.4], [-0.8, 1.2, -0.7], [-0.4, -0.1, 1.5]]}

---

Computed values of max |F| (unit: Eh/bohr) for the preceding records, in sequence: 0.023, 0.115, 0.026, 0.108.